Record 1
A molecular structure, C9H12N2O2. Source: the OMol25 dataset; level of theory: ωB97M-V/def2-TZVPD.

Output
HOMO-LUMO gap ... 8.55 eV
Energy above the lowest of the compared OMol25 structures with the same formula, charge and spin ... 5.440 eV
E_LUMO ... 0.031 Ha

Structure (ORCA input):
```
! RIJCOSX wB97M-V def2-TZVPD def2/J DEFGRID3
* xyz 0 1
C -3.44282 2.79095 -0.07080
C -1.50806 1.59856 -0.54591
C -0.21360 1.53193 -1.19776
C 0.59458 0.47449 -0.96585
C -0.02268 -0.61181 -0.29133
C -1.17975 -0.49084 0.41963
C -1.98632 0.66498 0.29945
C 1.93567 -1.93511 0.02056
C 2.49264 -3.34748 0.34616
H -4.06117 1.92880 -0.56408
H -3.86787 3.70498 -0.45388
H -3.42914 2.92995 0.98598
H 0.23315 2.34730 -1.81599
H 1.59596 0.48331 -1.51728
H -1.47632 -1.31779 1.07055
H -2.97036 0.72452 0.80277
H 2.04572 -3.90509 -0.67209
H 3.89735 -3.33817 0.38010
H 2.11456 -3.69910 1.54080
H 3.74091 -1.18952 1.03041
H 1.83459 0.63806 0.50184
N 0.69150 -1.84486 -0.15298
N 2.86254 -0.97012 0.44192
O -2.08929 2.79684 -0.69840
O 2.20819 0.03522 1.10619
*
```

Atomic partial charges in e from the Mulliken method, atoms 1 to 4:
1. C -0.92
2. C 0.80
3. C -0.61
4. C -0.38

Record 2
2 unconnected molecules or ions with the total composition C9H12N2O4. Source: the OMol25 dataset; level of theory: ωB97M-V/def2-TZVPD.

Output
HOMO-LUMO gap (spin up / spin down) ... 6.32 / 7.56 eV
Expectation value of S² ... 2.023
Energy above the lowest of the compared OMol25 structures with the same formula, charge and spin ... 0.790 eV
E_LUMO (spin up / spin down) ... 0.027 / -0.063 Ha

Structure (ORCA input):
```
! RIJCOSX wB97M-V def2-TZVPD def2/J DEFGRID3
* xyz 0 3
C 3.87426 -0.11496 0.58061
C 3.01296 -1.16146 0.24040
C 3.37512 1.16476 0.72195
C 1.68396 -0.93755 -0.16629
C 2.08623 1.50409 0.41526
C 1.27453 0.42429 0.00690
C -0.66264 0.22294 -1.84687
C -0.12741 0.71172 -0.42120
C -2.97186 -1.16306 0.31852
N -3.50627 -2.38618 0.09499
N -0.95445 1.47187 0.26442
O -2.09768 1.75564 -0.09530
O -0.49875 1.90690 1.45167
O -3.68901 -0.18821 -0.27591
O -2.03966 -0.99248 1.04214
H 4.84516 -0.50492 0.90712
H 3.52616 -2.15225 0.14165
H 4.16458 1.88992 1.17519
H 1.01345 -1.71553 -0.37026
H 1.82429 2.51966 0.32449
H 0.16953 -0.02406 -2.48178
H -1.28161 1.07660 -2.13727
H -1.41674 -0.68272 -1.77177
H -4.21450 -2.31647 -0.50285
H -2.80211 -3.15241 0.46314
H -3.32150 0.67571 -0.02992
H -1.26603 2.16816 1.95098
*
```

Atomic partial charges in e from the Mulliken method, atoms 1 to 4:
1. C -0.46
2. C -0.37
3. C -0.39
4. C -0.73

Record 3
A molecular structure, C9H12N2O4STb. Source: the OMol25 dataset; level of theory: ωB97M-V/def2-TZVPD.

Output
HOMO-LUMO gap (spin up / spin down) ... 3.79 / 4.07 eV
Expectation value of S² ... 12.690
Energy above the lowest of the compared OMol25 structures with the same formula, charge and spin ... 0.000 eV
E_LUMO (spin up / spin down) ... -0.518 / -0.511 Ha

Structure (ORCA input):
```
! RIJCOSX wB97M-V def2-TZVPD def2/J DEFGRID3
* xyz 3 7
Tb 0.35580 0.26260 -0.48182
C 0.18011 2.25288 0.83273
O -0.00108 3.32163 1.24758
C 0.28584 2.29694 -1.89952
O 0.25161 3.35294 -2.36387
C -1.79788 1.33926 -0.53686
O -2.75674 1.98630 -0.47445
C 2.53496 1.51536 -0.72369
O 3.46795 2.18126 -0.83818
C 0.06613 -1.86400 -5.00538
H 0.99716 -2.41095 -4.83229
H -0.85886 -2.42148 -4.83206
C 0.05692 -0.58214 -5.40938
H -0.87859 -0.03236 -5.57093
H 0.98542 -0.02475 -5.58489
C -1.75803 -0.03955 3.07578
N -1.24112 -1.38232 2.66483
C -0.33023 -1.44810 1.64232
S -0.65928 -2.17337 0.12122
N 0.92508 -0.86917 1.83011
C 1.46203 -0.69594 3.21461
H -0.94112 0.57709 3.46877
H -2.50352 -0.20889 3.86069
H -2.25102 0.46520 2.23156
H -2.01746 -2.03932 2.51388
H 1.61960 -1.36803 1.23825
H 2.38507 -1.28143 3.28762
H 1.69020 0.35467 3.38149
H 0.73103 -1.06434 3.94185
*
```

Atomic partial charges in e from the Mulliken method, atoms 1 to 4:
1. Tb 0.75
2. C 0.49
3. O -0.05
4. C 0.37

Record 4
A molecular structure, C9H12N3S2. Source: the OMol25 dataset; level of theory: ωB97M-V/def2-TZVPD.

Output
HOMO-LUMO gap ... 9.34 eV
Energy above the lowest of the compared OMol25 structures with the same formula, charge and spin ... 3.705 eV
E_LUMO ... -0.110 Ha

Structure (ORCA input):
```
! RIJCOSX wB97M-V def2-TZVPD def2/J DEFGRID3
* xyz 1 1
C -3.87720 -0.66136 0.15847
C -3.03304 -1.26777 1.05248
C -3.35256 0.24716 -0.75401
C -1.70958 -1.04223 1.04046
C -1.98099 0.56689 -0.79481
C -1.22146 -0.08732 0.15206
C 2.84584 -0.80615 0.19721
C 1.12333 0.93595 -1.36377
C 0.25919 0.15288 0.31942
N 3.20502 0.16274 -0.57925
N 3.73414 -1.66341 0.72317
N 2.48906 1.26564 -1.07931
S 1.14289 -1.28597 0.70210
S 0.56203 1.41143 1.62578
H -4.96202 -0.94045 0.41991
H -3.30931 -1.84293 1.92550
H -3.90703 0.68593 -1.48193
H -1.11863 -1.48340 1.82128
H -1.61527 1.17773 -1.60333
H 0.99479 0.18199 -2.08128
H 0.59074 1.79044 -1.61273
H 4.62780 -1.36101 1.12797
H 3.22701 -2.39255 1.12807
H 2.96696 1.66257 -1.85526
H 2.65555 2.07250 -0.46669
H -0.33728 2.52070 1.27852
*
```

Atomic partial charges in e from the Mulliken method, atoms 1 to 4:
1. C -0.61
2. C -0.41
3. C -0.69
4. C -0.68

Record 5
2 unconnected molecules or ions with the total composition C9H12N4. Source: the OMol25 dataset; level of theory: ωB97M-V/def2-TZVPD.

Output
HOMO-LUMO gap ... 7.52 eV
Energy above the lowest of the compared OMol25 structures with the same formula, charge and spin ... 3.605 eV
E_LUMO ... -0.019 Ha

Structure (ORCA input):
```
! RIJCOSX wB97M-V def2-TZVPD def2/J DEFGRID3
* xyz 0 1
C -3.11556 1.61762 -0.32341
C 2.96869 1.45617 -0.46367
C -1.76489 1.40764 -0.52972
C 2.11386 0.48095 -0.98186
C -2.71801 -0.34917 0.32807
C 1.71657 1.00533 1.12106
C 0.28713 -1.63231 -1.11871
C 0.31287 -1.54124 1.45585
C 0.33714 -0.82717 0.14677
N -3.64831 0.48944 0.13884
N 2.72896 1.71602 0.85051
N -1.53191 0.18246 0.01327
N 1.23695 0.16160 0.04907
H -3.70610 2.53859 -0.55949
H 3.73950 2.01817 -0.91417
H -0.93075 1.99540 -0.98392
H 1.91346 0.34789 -1.95502
H -2.71387 -1.31394 0.95728
H 1.11199 0.92400 2.09538
H -0.03217 -1.06022 -1.90519
H -0.31739 -2.45573 -1.06878
H 1.25352 -1.98996 -1.54435
H 0.87391 -2.45827 1.16454
H 0.70758 -0.89595 2.22855
H -0.82315 -1.81731 1.79910
*
```

Atomic partial charges in e from the Mulliken method, atoms 1 to 4:
1. C -0.44
2. C -0.49
3. C -0.27
4. C -0.45

Record 6
A gas-phase ion, C9H12N4 (charge +2). Source: the OMol25 dataset; level of theory: ωB97M-V/def2-TZVPD.

Output
HOMO-LUMO gap (spin up / spin down) ... 4.75 / 4.75 eV
SMILES ... C[C@H]1C=CN/C(=N/[N+]#CC#C[NH3+])C1
Energy above the lowest of the compared OMol25 structures with the same formula, charge and spin ... 6.863 eV
E_LUMO (spin up / spin down) ... -0.396 / -0.396 Ha

Structure (ORCA input):
```
! RIJCOSX wB97M-V def2-TZVPD def2/J DEFGRID3
* xyz 2 1
C 4.42557 0.87281 0.12908
C 3.61085 1.91832 -0.13798
C -2.04729 -0.61074 -0.03186
C -1.10105 -1.42827 -0.49314
C 3.98194 -0.29600 0.01930
C 0.71931 0.19666 -0.27870
C -0.32950 1.29444 -0.15886
C -1.69000 0.81814 0.31250
C -2.81454 1.80236 -0.03615
N 2.39044 1.75927 -0.26316
N 2.00126 0.47643 -0.17219
N 0.25714 -1.07208 -0.48325
N 4.40983 -1.67608 0.27511
H -2.96593 -1.09668 0.04164
H -1.41963 -2.38052 -0.79900
H 0.18603 2.05033 0.49937
H -0.36295 1.78959 -1.21870
H -1.78730 0.57958 1.44288
H -3.21488 1.83427 -0.99515
H -2.42553 2.72225 0.29959
H -3.74852 1.45744 0.64956
H 0.73647 -1.83643 -0.91302
H 4.61064 -2.10728 -0.58744
H 3.62644 -2.12751 0.62897
H 5.14438 -1.61668 0.90962
*
```

Atomic partial charges in e from the Mulliken method, atoms 1 to 4:
1. C -0.03
2. C 0.42
3. C -0.70
4. C -0.59

Record 7
A single C9H12N4OS molecule. Source: the OMol25 dataset; level of theory: ωB97M-V/def2-TZVPD.

Output
HOMO-LUMO gap ... 7.23 eV
SMILES ... [H]/N=N/[C@H]1N=c2cc(C)ccc2=[S@](C)(=O)N1
Energy above the lowest of the compared OMol25 structures with the same formula, charge and spin ... 6.301 eV
E_LUMO ... 0.010 Ha

Structure (ORCA input):
```
! RIJCOSX wB97M-V def2-TZVPD def2/J DEFGRID3
* xyz 0 1
C -1.45219 -1.18504 1.89295
C -0.17775 -1.40549 1.47692
C -1.77978 0.58245 0.39169
C -2.29385 -0.27456 1.27105
C -0.47209 0.50562 -0.08619
C 0.26413 -0.63036 0.37590
C 1.26183 1.74899 -1.33013
C -3.65519 -0.11739 1.84814
C 2.71209 -2.04000 -0.64170
N -0.03786 1.55176 -0.70258
N 0.89690 3.05657 -2.99206
N 0.82484 1.86747 -2.68232
N 2.19584 0.54359 -1.33209
O 2.78082 0.11873 1.01259
S 2.00985 -0.44177 -0.02672
H -2.10430 -1.90785 2.49782
H 0.40438 -2.10694 2.14472
H -2.24161 1.41311 -0.03705
H 1.66310 2.63642 -0.87717
H -3.48712 0.07286 2.89042
H -4.24772 -1.02379 1.79827
H -4.12795 0.85752 1.59856
H 3.74846 -1.85729 -1.15679
H 2.65516 -2.68226 0.24670
H 2.15031 -2.39568 -1.55781
H 0.60235 3.13131 -3.94837
H 1.90735 -0.01800 -2.07475
*
```

Atomic partial charges in e from the Mulliken method, atoms 1 to 4:
1. C -0.55
2. C -0.86
3. C -0.18
4. C 0.57

Record 8
A gas-phase ion, C9H12NO2 (charge +1). Source: the OMol25 dataset; level of theory: ωB97M-V/def2-TZVPD.

Output
HOMO-LUMO gap (spin up / spin down) ... 5.27 / 8.66 eV
Energy above the lowest of the compared OMol25 structures with the same formula, charge and spin ... 6.352 eV
E_LUMO (spin up / spin down) ... -0.203 / -0.134 Ha

Structure (ORCA input):
```
! RIJCOSX wB97M-V def2-TZVPD def2/J DEFGRID3
* xyz 1 1
C 1.35422 0.39347 -0.36910
C 0.50661 -0.74454 -0.23982
C 2.46566 0.96319 -0.21456
C 3.58522 1.64914 -0.05155
C -1.74804 0.21494 -0.11806
C 1.04400 -1.68654 0.94297
C 1.17336 -2.11175 -0.52598
C -1.02564 -0.97518 -0.33485
C -1.69871 2.63264 0.07053
N -1.62831 -2.16933 -0.41864
O -3.10636 0.19150 0.14495
O -1.05442 1.38371 -0.08296
H 4.55175 1.20521 0.03364
H 3.56695 2.77315 -0.20776
H 1.83316 -1.22876 1.49799
H 0.32729 -2.24981 1.64113
H 0.50542 -2.83981 -0.80764
H 2.15208 -2.23781 -0.98855
H -2.27030 3.15747 -0.72509
H -0.92181 3.32315 0.38207
H -2.38967 2.61403 0.87176
H -1.05854 -2.96637 -0.49641
H -2.58144 -2.25786 -0.41224
H -3.58248 0.96616 0.40817
*
```

Atomic partial charges in e from the Mulliken method, atoms 1 to 4:
1. C -0.22
2. C 1.18
3. C 0.55
4. C -1.29

Record 9
A gas-phase ion, C9H12NO2 (charge +1). Source: the OMol25 dataset; level of theory: ωB97M-V/def2-TZVPD.

Output
HOMO-LUMO gap ... 8.51 eV
SMILES ... CC[C@@](O)(C=O)[n+]1ccccc1
Energy above the lowest of the compared OMol25 structures with the same formula, charge and spin ... 2.300 eV
E_LUMO ... -0.176 Ha

Structure (ORCA input):
```
! RIJCOSX wB97M-V def2-TZVPD def2/J DEFGRID3
* xyz 1 1
C 2.96540 -0.57626 -0.91393
C 1.88698 -0.32960 -1.82204
C 2.76461 -0.51133 0.46058
C 0.55753 -0.10089 -1.38656
C 1.48551 -0.33280 0.91121
C -1.46447 -1.97638 0.16505
C -1.49113 2.10746 0.15341
C -1.93051 0.61971 0.15328
C -0.85135 -0.35267 0.58510
N 0.41073 -0.20271 0.01830
O -1.53963 -2.36050 -0.94337
O -0.72537 -0.23935 2.00557
H 4.07224 -0.60010 -1.18502
H 2.10528 -0.03496 -2.83069
H 3.54589 -0.67807 1.13129
H -0.33610 0.10878 -1.92429
H 1.16559 -0.45172 1.83677
H -1.64167 -2.45889 1.13595
H -0.62604 2.21429 -0.57675
H -2.22866 2.70089 -0.21091
H -1.27828 2.51258 1.16869
H -2.80579 0.42698 0.76382
H -2.36353 0.50864 -0.93003
H -1.67724 0.00686 2.23459
*
```

Atomic partial charges in e from the Mulliken method, atoms 1 to 4:
1. C -0.09
2. C -0.79
3. C -0.69
4. C 0.13

Record 10
2 unconnected molecules or ions with the total composition C9H12NO3S. Source: the OMol25 dataset; level of theory: ωB97M-V/def2-TZVPD.

Output
HOMO-LUMO gap (spin up / spin down) ... 7.11 / 7.33 eV
Energy above the lowest of the compared OMol25 structures with the same formula, charge and spin ... 3.260 eV
E_LUMO (spin up / spin down) ... 0.113 / 0.113 Ha

Structure (ORCA input):
```
! RIJCOSX wB97M-V def2-TZVPD def2/J DEFGRID3
* xyz -1 1
C -1.21705 0.02598 -0.49402
C -1.39165 0.49458 0.85029
C -1.02587 1.05412 -1.36953
C -1.02867 1.81505 1.01976
C 1.39411 -1.36150 0.79374
C -1.20352 -1.42875 -0.80103
C -1.50394 -0.38860 1.99568
C -0.66316 1.02571 -2.83082
C 3.57528 0.43553 0.52072
N 1.67807 -0.25458 1.66558
O 0.71807 -2.25277 1.30944
O 1.75110 -1.22234 -0.40967
O 2.59789 0.59291 1.27707
S -0.81409 2.55419 -0.53083
H -1.26380 -1.92885 0.13204
H -1.94421 -1.65915 -1.48871
H -0.22410 -1.61195 -1.14463
H -0.78869 -1.17934 1.96084
H -1.37031 0.19807 2.92097
H -2.43919 -0.86696 2.20822
H -0.69877 1.95734 -3.37726
H 0.29093 0.59396 -3.10924
H -1.42961 0.31240 -3.34980
H 4.27036 1.18457 0.34170
H 3.68797 -0.45578 -0.04785
H -0.95717 2.36617 1.95732
*
```

Atomic partial charges in e from the Mulliken method, atoms 1 to 4:
1. C -0.01
2. C 1.02
3. C 0.77
4. C -0.73

Record 11
A gas-phase ion, C9H12NOS3 (charge -1). Source: the OMol25 dataset; level of theory: ωB97M-V/def2-TZVPD.

Output
HOMO-LUMO gap ... 5.12 eV
SMILES ... CCSC(=S)[C@@](C)(C#N)CCC([O-])=S
E_LUMO ... 0.065 Ha

Structure (ORCA input):
```
! RIJCOSX wB97M-V def2-TZVPD def2/J DEFGRID3
* xyz -1 1
C 0.32776 -1.44506 -1.76175
C -2.61710 1.61603 -1.74134
C 1.00592 -0.31901 0.31129
C 0.53473 -1.20942 3.77846
C 2.14711 0.22089 -1.88862
C -1.62101 0.53863 -1.23956
C -0.23128 0.97393 -1.60753
C -0.38662 -0.72612 2.74898
C 0.74296 -0.17844 -1.19513
N 0.10035 -2.46639 -2.24026
O -2.20516 2.54683 -2.44295
S -4.25931 1.44477 -1.27283
S 1.98201 0.62700 1.16564
S -0.19649 -1.49179 1.09306
H 0.22048 -2.05137 4.45949
H 1.68497 -1.32790 3.44620
H 0.57129 -0.23407 4.37732
H 2.53389 1.16301 -1.39958
H 1.95846 0.40216 -3.01754
H 2.86407 -0.61782 -1.53957
H -1.81546 0.60536 -0.18482
H -1.83566 -0.40115 -1.68116
H 0.23389 1.82122 -1.09444
H -0.14845 1.10711 -2.67053
H -0.26971 0.33819 2.50503
H -1.32165 -0.93660 3.09209
*
```

Atomic partial charges in e from the Mulliken method, atoms 1 to 4:
1. C -0.32
2. C 0.19
3. C -0.03
4. C -0.81

Record 12
A gas-phase ion, C9H12NS (charge +1). Source: the OMol25 dataset; level of theory: ωB97M-V/def2-TZVPD.

Output
HOMO-LUMO gap (spin up / spin down) ... 6.76 / 6.97 eV
Energy above the lowest of the compared OMol25 structures with the same formula, charge and spin ... 4.007 eV
E_LUMO (spin up / spin down) ... -0.172 / -0.158 Ha

Structure (ORCA input):
```
! RIJCOSX wB97M-V def2-TZVPD def2/J DEFGRID3
* xyz 1 1
C 2.86249 -1.74410 -0.39783
C 1.68352 -1.58285 0.24969
C 3.57791 -0.62244 -0.68829
C 1.45154 -0.17621 0.28596
C -2.20750 -0.36911 0.23144
C -2.16102 0.19276 -0.96760
C -0.98067 -0.47174 1.11453
C -1.02848 0.60993 -1.66381
C 0.19792 0.36045 0.58336
N 0.22432 1.80846 0.84444
S 2.71491 0.78568 -0.29007
H 3.38273 -2.63383 -0.60411
H 0.85926 -2.29020 0.24250
H 4.61937 -0.73594 -1.02156
H -3.07176 -0.81783 0.49216
H -3.23366 0.47182 -1.24895
H -1.16302 -0.12836 2.22760
H -0.78333 -1.54742 1.18200
H -0.20342 -0.10005 -2.02937
H -1.10295 1.39001 -2.33678
H 1.05720 1.92759 1.54921
H -0.62941 2.05575 1.33135
H 0.39885 2.30313 -0.00148
*
```

Atomic partial charges in e from the Mulliken method, atoms 1 to 4:
1. C -0.53
2. C -0.63
3. C -0.28
4. C 0.42

Number 1: E_tot -609.92392 Ha, molar mass 180.2 g/mol. Number 2: E_tot -760.39355 Ha, molar mass 212.2 g/mol. Number 3: E_tot -1982.04758 Ha, molar mass 403.2 g/mol. Number 4: E_tot -1310.40659 Ha, molar mass 226.4 g/mol. Number 5: E_tot -569.03702 Ha, molar mass 176.2 g/mol. Number 6: E_tot -568.18822 Ha, molar mass 176.2 g/mol. Number 7: E_tot -1042.38322 Ha, molar mass 224.3 g/mol. Number 8: E_tot -554.90422 Ha, molar mass 166.2 g/mol. Number 9: E_tot -555.05314 Ha, molar mass 166.2 g/mol. Number 10: E_tot -1028.69956 Ha, molar mass 214.3 g/mol. Number 11: E_tot -1674.69710 Ha, molar mass 246.4 g/mol. Number 12: E_tot -802.66295 Ha, molar mass 166.3 g/mol.